# 1
{
  "formula": "C3H4MgO3",
  "method": "ωB97M-V/def2-TZVPD",
  "energy_ha": -541.66262,
  "charge": 2,
  "largest_force_ev_per_a": 7.5,
  "de_lowest_ev": 4.904,
  "molar_mass_da": 112.37,
  "e_homo_ha": -0.665,
  "symbols": ["H", "H", "O", "C", "C", "H", "O", "H", "O", "C", "Mg"],
  "positions_angstrom": [[1.42773, -0.72120, -0.90495], [2.06649, -0.63401, 0.62790], [-2.50891, 0.23110, -0.25105], [0.86446, 0.53201, -0.82387], [1.06327, -0.22293, 0.45294], [1.03731, 0.47541, 1.29922], [-0.73856, -0.67636, 0.64574], [1.32607, 1.52091, -0.89602], [-0.46541, 0.60607, -1.14750], [-1.30757, -0.02402, -0.31261], [-2.76487, -1.08699, 1.31019]],
  "atomic_forces_ev_per_a": [[-1.31, 2.93, -4.44], [-0.54, -1.71, -0.19], [-1.02, -1.59, 0.23], [2.03, -5.84, 0.41], [-0.31, 5.96, 4.58], [-1.32, -0.80, 0.96], [2.05, -2.01, 0.49], [0.84, -0.69, -0.45], [-3.02, -0.60, 0.26], [2.32, 3.65, -1.21], [0.28, 0.69, -0.66]],
  "nbo_charge": [0.27, 0.28, -0.72, -0.13, -0.02, 0.21, -0.70, 0.32, -0.40, 0.99, 1.90]
}

# 2
{
  "formula": "C3H4MgO4",
  "method": "ωB97M-V/def2-TZVPD",
  "energy_ha": -617.63074,
  "charge": 0,
  "largest_force_ev_per_a": 4.6,
  "de_lowest_ev": 3.275,
  "molar_mass_da": 128.37,
  "e_homo_ha": [-0.334, -0.251],
  "symbols": ["H", "O", "H", "O", "C", "O", "H", "C", "O", "H", "C", "Mg"],
  "positions_angstrom": [[0.12762, -0.24446, -0.12979], [3.26245, -1.77564, -1.07102], [3.10056, -2.53094, -0.50513], [1.23085, 0.84985, -1.77269], [0.07873, 1.48820, -1.73682], [-0.06035, 2.52232, -1.00619], [3.25153, 0.23954, -0.59362], [2.59762, -0.64608, -0.52340], [-0.99437, 0.83023, -1.93123], [0.98093, -1.17946, -1.87674], [1.31301, -0.43906, -1.13026], [-1.74569, 1.67812, -0.23525]],
  "atomic_forces_ev_per_a": [[2.83, -0.92, -2.02], [-0.29, 0.92, 1.13], [-0.06, -0.39, 0.07], [1.91, 0.44, -0.56], [-2.81, -1.01, 3.42], [1.30, 0.93, -0.69], [-0.31, -0.39, 0.75], [1.39, -0.34, -2.29], [0.07, -0.52, -1.43], [0.07, -0.05, 0.91], [-4.33, 1.26, 1.11], [0.21, 0.07, -0.39]],
  "nbo_charge": [0.06, -0.71, 0.49, -0.55, 0.97, -0.86, 0.18, 0.12, -0.87, 0.23, -0.06, 1.00]
}

# 3
{
  "formula": "C3H4MgO4Yb",
  "method": "ωB97M-V/def2-TZVPD",
  "energy_ha": -1775.71445,
  "charge": 2,
  "largest_force_ev_per_a": 4.4,
  "de_lowest_ev": 0.325,
  "s_squared": 2.0160,
  "spin_multiplicity": 3,
  "molar_mass_da": 301.41,
  "e_homo_ha": [-0.510, -0.602],
  "symbols": ["H", "O", "O", "C", "O", "H", "O", "Yb", "C", "Mg", "C", "H", "H"],
  "positions_angstrom": [[0.55802, -0.37349, -0.74909], [0.46133, 1.38189, 1.23978], [0.32099, -2.57405, -0.33018], [0.55863, 1.41306, -0.15873], [-0.46540, 2.02938, -0.77523], [1.54900, 1.83515, -0.39944], [0.66331, -1.91648, -2.38275], [-2.29040, 1.71092, 0.15954], [-0.80972, 0.90353, 1.76703], [0.52496, -3.88379, -1.87061], [0.54792, -1.64932, -1.15624], [-0.88159, 1.31948, 2.78280], [-0.73706, -0.19630, 1.87311]],
  "atomic_forces_ev_per_a": [[0.21, -2.71, -0.85], [-2.77, -0.32, 0.69], [0.08, -0.80, 0.29], [0.20, 1.43, -0.81], [0.62, -1.10, 0.58], [-0.19, -0.64, -0.09], [0.25, -0.56, -0.24], [-1.08, 0.79, -0.66], [4.14, -0.46, 1.36], [0.08, 1.27, 0.32], [-0.48, 2.78, 0.43], [-0.39, 0.24, -0.34], [-0.67, 0.08, -0.69]],
  "nbo_charge": [0.14, -0.43, -0.84, 0.32, -0.92, 0.20, -0.81, 1.91, -0.42, 1.76, 0.62, 0.24, 0.23]
}

# 4
{
  "formula": "C3H4N2",
  "method": "ωB97M-V/def2-TZVPD",
  "energy_ha": -225.94865,
  "charge": 0,
  "largest_force_ev_per_a": 4.0,
  "de_lowest_ev": 7.525,
  "molar_mass_da": 68.08,
  "e_homo_ha": [-0.370, -0.320],
  "symbols": ["H", "C", "H", "C", "H", "N", "C", "H", "N"],
  "positions_angstrom": [[0.55869, -2.02709, -1.16148], [0.36334, 1.82897, -0.16712], [-1.46597, 1.49538, 1.59253], [0.07108, 0.47498, 0.20941], [1.35924, 3.24180, -1.21058], [0.60302, 2.94801, -0.61489], [-0.75816, 1.35126, 0.73557], [-0.97945, -1.85233, -0.74592], [-0.16003, -2.29494, -0.55127]],
  "atomic_forces_ev_per_a": [[1.02, 0.76, -1.38], [-1.33, 1.01, 0.02], [0.59, 0.26, -1.33], [0.06, -0.11, -0.22], [0.23, -0.42, -0.12], [0.33, 0.14, 0.14], [0.10, -1.06, 1.47], [-2.85, 1.82, -1.15], [1.84, -2.39, 2.58]],
  "nbo_charge": [0.30, 0.29, 0.26, -0.04, 0.39, -0.66, -0.24, 0.29, -0.60]
}

# 5
{
  "formula": "C3H4N2",
  "method": "ωB97M-V/def2-TZVPD",
  "smiles": "N#C/C=C/N",
  "energy_ha": -226.19547,
  "charge": 0,
  "largest_force_ev_per_a": 3.0,
  "de_lowest_ev": 0.809,
  "molar_mass_da": 68.08,
  "e_homo_ha": -0.326,
  "symbols": ["H", "N", "H", "H", "C", "C", "C", "H", "N"],
  "positions_angstrom": [[0.05667, -1.40328, -0.10841], [-3.10537, -0.33886, 0.03945], [2.06390, 0.80830, 0.36103], [2.23927, -0.90347, 0.13925], [0.30779, -0.34109, -0.13715], [-2.03078, 0.10564, -0.09729], [-0.70078, 0.54739, -0.11200], [-0.49294, 1.63361, -0.03516], [1.66223, -0.10825, -0.04971]],
  "atomic_forces_ev_per_a": [[0.05, 0.23, -0.37], [1.91, 0.96, -0.50], [-1.30, -2.20, -1.14], [0.08, -0.13, 0.03], [0.37, -0.33, 0.84], [-2.63, -1.29, 0.63], [1.29, 1.28, -0.14], [-0.25, -0.80, -0.13], [0.47, 2.28, 0.76]],
  "nbo_charge": [0.21, -0.34, 0.40, 0.39, 0.11, 0.26, -0.46, 0.24, -0.80]
}

# 6
{
  "formula": "C3H4N2",
  "method": "ωB97M-V/def2-TZVPD",
  "smiles": "c1cn[nH]c1",
  "energy_ha": -226.20263,
  "charge": 0,
  "largest_force_ev_per_a": 1.7,
  "de_lowest_ev": 0.614,
  "molar_mass_da": 68.08,
  "e_homo_ha": -0.348,
  "symbols": ["H", "H", "C", "H", "C", "H", "C", "N", "N"],
  "positions_angstrom": [[-0.91316, 0.44303, 1.94693], [1.38108, -0.37057, 1.50150], [-0.54097, 0.16749, -1.09485], [1.47936, -0.85450, -1.21456], [0.72888, -0.32632, -0.66881], [-0.90809, 0.32106, -2.06864], [0.66157, -0.23226, 0.70457], [-1.32096, 0.57508, -0.10040], [-0.56772, 0.27700, 0.99426]],
  "atomic_forces_ev_per_a": [[0.12, 0.05, -1.03], [-0.12, -0.31, -0.22], [0.42, 0.20, 0.70], [0.30, 0.24, -0.38], [-1.08, -0.08, 0.63], [-0.20, -0.07, -1.07], [-0.69, 0.48, -0.09], [1.25, -0.91, 0.65], [0.00, 0.40, 0.82]],
  "nbo_charge": [0.41, 0.22, -0.05, 0.23, -0.36, 0.20, -0.05, -0.26, -0.35]
}

# 7
{
  "formula": "C3H4N2",
  "method": "ωB97M-V/def2-TZVPD",
  "energy_ha": -226.13496,
  "charge": 0,
  "largest_force_ev_per_a": 1.4,
  "de_lowest_ev": 2.455,
  "molar_mass_da": 68.08,
  "e_homo_ha": -0.340,
  "symbols": ["H", "H", "H", "C", "H", "C", "C", "N", "N"],
  "positions_angstrom": [[1.63736, -1.44445, 0.61706], [0.37690, 0.75796, 1.01645], [0.66344, -1.47256, -0.88867], [-1.08122, -0.03242, -0.20737], [1.88040, -0.19209, -0.63413], [1.14579, -0.83893, -0.14505], [-1.90326, 1.11812, -0.00993], [0.08717, 0.01762, 0.37524], [-2.58252, 2.04928, -0.18584]],
  "atomic_forces_ev_per_a": [[-0.10, 0.12, 0.09], [-0.12, -0.05, -0.16], [0.21, -0.01, 0.09], [0.42, 0.20, 0.09], [0.01, -0.21, 0.05], [0.12, -0.13, -0.02], [-0.88, 1.02, -0.21], [-0.34, 0.05, -0.40], [0.68, -0.99, 0.47]],
  "nbo_charge": [0.21, 0.39, 0.24, 0.03, 0.21, -0.42, 0.13, -0.49, -0.28]
}

# 8
{
  "formula": "C3H4N2",
  "method": "ωB97M-V/def2-TZVPD",
  "energy_ha": -226.09679,
  "charge": 0,
  "largest_force_ev_per_a": 1.2,
  "de_lowest_ev": 3.494,
  "molar_mass_da": 68.08,
  "e_homo_ha": -0.375,
  "symbols": ["C", "H", "H", "N", "H", "N", "C", "H", "C"],
  "positions_angstrom": [[0.89573, 0.41434, -0.03622], [-0.72035, 1.16481, 1.00306], [1.92564, 0.14482, 0.20352], [-1.57055, -0.48755, -0.50122], [0.02558, -1.59859, 0.47536], [0.01249, 0.47212, 1.12368], [-0.20070, -0.57982, 0.18342], [0.78973, 1.13869, -0.83931], [-1.15757, -0.66882, -1.61229]],
  "atomic_forces_ev_per_a": [[0.04, -0.03, -0.20], [0.10, 0.02, 0.10], [-0.32, -0.06, -0.14], [1.00, -0.34, -0.65], [-0.15, 0.19, 0.12], [-0.01, 0.19, 0.32], [0.19, -0.04, 0.59], [-0.13, -0.13, 0.12], [-0.73, 0.19, -0.25]],
  "nbo_charge": [-0.27, 0.37, 0.21, -0.56, 0.21, -0.56, 0.04, 0.21, 0.34]
}